Entry 1:
Molecular formula: C3H4OS2
Method: DFT, the ωB97M-V functional and the def2-TZVPD basis

Results
orbital gap	0.310	Eh
HOMO	-0.326	Ha
E_tot	-988.2528	Eh
energy relative to the best compared isomer or geometry (same formula, charge and spin)	208.4	kJ/mol

```
10
Properties=species:S:1:pos:R:3:lowdin_charge:R:1
S -1.150 -0.362 -1.869 0.69
C 0.172 0.048 -1.017 -1.14
S 1.807 0.049 -1.654 0.76
C 0.061 0.516 0.457 -0.37
C -0.617 -0.351 1.475 -0.08
O -1.262 0.862 0.954 -0.07
H 1.481 -0.280 -2.905 -0.12
H 0.908 1.116 0.797 0.13
H -0.400 -0.294 2.545 0.11
H -1.000 -1.305 1.217 0.09
```

Entry 2:
Molecular formula: C3H4OS2
Method: DFT, the ωB97M-V functional and the def2-TZVPD basis

Results
orbital gap	0.366	Eh
HOMO	-0.347	Ha
E_tot	-988.1912	Eh
energy relative to the best compared isomer or geometry (same formula, charge and spin)	370.2	kJ/mol

```
10
Properties=species:S:1:pos:R:3:lowdin_charge:R:1
C -0.995 -0.304 -0.312 -0.25
C -0.050 0.480 0.584 -0.51
C 1.118 0.241 -0.284 -1.04
O -0.054 -0.400 -1.471 -0.21
S 0.766 1.905 -0.220 0.93
S 2.652 -0.582 0.083 0.80
H -1.265 -1.405 -0.039 0.13
H -2.069 0.290 -0.510 0.15
H 0.120 0.501 1.690 0.12
H 2.050 -1.739 -0.040 -0.13
```

Entry 3:
Molecular formula: C3H4S2
Method: DFT, the ωB97M-V functional and the def2-TZVPD basis

Results
orbital gap	0.313	Eh
HOMO	-0.320	Ha
E_tot	-913.0145	Eh
energy relative to the best compared isomer or geometry (same formula, charge and spin)	120.7	kJ/mol

```
9
Properties=species:S:1:pos:R:3:lowdin_charge:R:1
C -0.290 -0.640 1.616 -0.12
C -0.391 -0.734 0.353 -0.47
S -0.791 0.902 -0.375 0.86
C 0.461 1.013 -1.558 -1.11
S 0.620 2.292 -2.541 0.57
H -0.323 -1.601 2.190 0.08
H 0.022 0.292 2.161 0.08
H -0.442 -1.628 -0.204 0.06
H 1.135 0.104 -1.642 0.04
```

Entry 4:
Molecular formula: C3H4S2
Method: DFT, the ωB97M-V functional and the def2-TZVPD basis

Results
orbital gap (alpha / beta)	0.311 / 0.285	Eh
HOMO (alpha / beta)	-0.348 / -0.304	Ha
E_tot	-912.8471	Eh
energy relative to the best compared isomer or geometry (same formula, charge and spin)	560.3	kJ/mol

```
9
Properties=species:S:1:pos:R:3:lowdin_charge:R:1
C 0.937 1.338 0.848 0.13
C 0.297 0.442 0.398 -0.42
C -0.482 -0.436 -0.337 -1.14
S 0.074 -2.037 0.196 0.71
S -0.312 -0.206 -2.062 0.75
H 1.806 1.839 1.115 0.03
H -2.507 -0.151 0.267 0.17
H 0.374 -1.890 1.508 -0.10
H -0.188 1.101 -1.933 -0.12
```

Entry 5:
Molecular formula: C3H4S2
Method: DFT, the ωB97M-V functional and the def2-TZVPD basis

Results
orbital gap (alpha / beta)	0.258 / 0.221	Eh
HOMO (alpha / beta)	-0.298 / -0.281	Ha
E_tot	-912.9433	Eh
energy relative to the best compared isomer or geometry (same formula, charge and spin)	307.5	kJ/mol

```
9
Properties=species:S:1:pos:R:3:lowdin_charge:R:1
C -1.061 0.225 0.865 -0.37
C 1.064 0.232 -0.826 -0.69
C -0.262 0.539 -0.314 -0.65
S -1.456 1.714 -0.135 0.95
S 2.229 1.097 0.296 0.45
H -1.851 -0.483 0.984 0.06
H -0.555 0.360 1.919 0.12
H 1.148 -0.783 -0.756 0.02
H 1.387 0.570 -1.906 0.11
```

Entry 6:
Molecular formula: C3H5AlO5
Method: DFT, the ωB97M-V functional and the def2-TZVPD basis

Results
orbital gap (alpha / beta)	0.221 / 0.318	Eh
HOMO (alpha / beta)	-0.461 / -0.561	Ha
expectation value of S²	0.75
E_tot	-735.6122	Eh
energy relative to the best compared isomer or geometry (same formula, charge and spin)	0.0	kJ/mol
multiplicity	2
total charge	+1

```
14
Properties=species:S:1:pos:R:3:mulliken_spin:R:1
O 1.072 0.621 -2.006 0.15
C 1.370 0.037 -0.857 0.73
C 0.971 -1.486 -0.568 -0.06
O 0.746 -1.669 0.770 0.03
H -3.030 0.251 0.802 0.00
H 1.567 0.666 0.021 0.03
H 1.983 -0.055 -2.244 -0.04
H 1.810 -2.103 -0.944 0.03
H 0.090 -1.703 -1.204 0.03
Al -0.159 -0.369 1.308 0.08
O -0.415 1.303 1.629 0.01
C -1.588 1.575 1.195 0.00
O -2.321 2.491 1.506 0.00
O -2.097 0.440 0.590 0.00
```

Entry 7:
Molecular formula: C3H5BO2
Method: DFT, the ωB97M-V functional and the def2-TZVPD basis

Results
orbital gap	0.340	Eh
HOMO	-0.332	Ha
E_tot	-292.6438	Eh
energy relative to the best compared isomer or geometry (same formula, charge and spin)	144.4	kJ/mol

```
11
Properties=species:S:1:pos:R:3:lowdin_charge:R:1
O 1.684 -1.041 -0.686 0.18
B 1.115 -0.059 0.065 -0.72
O 1.733 0.824 0.820 0.19
C -0.425 -0.025 -0.031 -0.06
C -1.458 -0.838 -0.191 0.00
C -1.807 0.611 0.073 -0.13
H 2.637 -1.072 -0.642 0.10
H 2.711 1.137 0.889 0.17
H -1.930 -1.784 -0.639 0.13
H -2.154 1.305 -0.709 0.08
H -2.106 0.940 1.052 0.06
```

Entry 8:
Molecular formula: C3H5Br2N3
Method: DFT, the ωB97M-V functional and the def2-TZVPD basis

Results
orbital gap (alpha / beta)	0.279 / 0.279	Eh
HOMO (alpha / beta)	-0.310 / -0.310	Ha
E_tot	-5429.4110	Eh
energy relative to the best compared isomer or geometry (same formula, charge and spin)	263.3	kJ/mol

```
13
Properties=species:S:1:pos:R:3:lowdin_charge:R:1
C -0.833 -0.571 -0.836 -0.10
C 0.446 -0.938 -0.828 -0.33
C -1.402 0.269 0.279 -0.27
N 0.672 0.289 1.407 0.04
N 1.306 -0.850 0.193 -0.40
N -0.322 0.940 0.961 -0.38
Br 3.227 -0.611 -0.125 0.56
Br 0.040 2.645 -0.282 0.42
H -1.419 -0.917 -1.688 0.11
H 0.670 -1.447 -1.760 0.11
H -2.022 1.018 0.003 0.04
H -1.905 -0.446 0.891 0.12
H 1.542 0.620 1.785 0.09
```

Entry 9:
Molecular formula: C3H5Br2NO
Method: DFT, the ωB97M-V functional and the def2-TZVPD basis

Results
orbital gap	0.377	Eh
HOMO	-0.355	Ha
E_tot	-5395.2964	Eh
energy relative to the best compared isomer or geometry (same formula, charge and spin)	112.2	kJ/mol

```
12
Properties=species:S:1:pos:R:3:lowdin_charge:R:1
C 1.510 0.429 -1.081 -0.36
C -1.353 -0.800 0.870 -0.64
C -0.440 0.770 0.267 -0.66
N 0.144 0.562 -1.017 -0.06
O 2.281 0.392 -0.150 0.02
Br -2.181 -1.758 -0.492 0.66
Br -1.821 2.196 0.264 0.61
H 2.015 0.489 -2.103 0.15
H -0.509 -1.263 1.341 0.03
H -2.073 -0.578 1.608 0.00
H 0.332 0.982 1.044 0.09
H -0.501 0.585 -1.877 0.16
```

Entry 10:
Molecular formula: C3H5Br3
Method: DFT, the ωB97M-V functional and the def2-TZVPD basis

Results
orbital gap	0.292	Eh
HOMO	-0.328	Ha
E_tot	-7839.2048	Eh
energy relative to the best compared isomer or geometry (same formula, charge and spin)	10.9	kJ/mol

```
11
Properties=species:S:1:pos:R:3:lowdin_charge:R:1
C 0.389 0.471 -1.023 -0.24
C 1.355 0.210 0.159 -0.60
C -2.218 -0.607 1.551 -1.16
Br -1.770 -2.341 1.214 0.57
Br 0.432 0.346 1.928 0.62
Br -2.688 0.346 -0.018 0.58
H 0.752 0.044 -1.967 0.08
H 0.330 1.522 -1.196 0.06
H -0.621 0.039 -0.823 -0.08
H 2.310 0.876 0.016 0.09
H 1.728 -0.907 0.159 0.08
```

Entry 11:
Molecular formula: C3H5BrClFO
Method: DFT, the ωB97M-V functional and the def2-TZVPD basis

Results
orbital gap (alpha / beta)	0.307 / 0.302	Eh
HOMO (alpha / beta)	-0.283 / -0.382	Ha
expectation value of S²	2.01
E_tot	-3326.4060	Eh
multiplicity	3

```
12
Properties=species:S:1:pos:R:3:mulliken_spin:R:1
C 0.802 -0.013 -0.025 0.01
C -0.436 -0.327 -0.865 -0.02
C -1.461 0.779 -1.028 0.77
O -2.530 1.404 1.857 0.76
F -2.517 0.519 -1.864 0.04
Cl -1.726 1.888 0.172 0.28
Br -1.473 -1.811 0.201 0.19
H 1.510 -0.798 -0.014 0.00
H 0.517 0.298 0.949 0.00
H 0.992 0.994 -0.472 -0.01
H -0.147 -0.861 -1.806 0.01
H -2.723 0.464 1.532 -0.04
```

Entry 12:
Molecular formula: C3H5BrO
Method: DFT, the ωB97M-V functional and the def2-TZVPD basis

Results
orbital gap (alpha / beta)	0.272 / 0.307	Eh
HOMO (alpha / beta)	-0.260 / -0.284	Ha
E_tot	-2766.4166	Eh
energy relative to the best compared isomer or geometry (same formula, charge and spin)	313.6	kJ/mol

```
10
Properties=species:S:1:pos:R:3:lowdin_charge:R:1
C 0.340 -0.546 0.516 -0.29
C -0.747 -0.461 -0.594 -0.22
C 0.664 1.008 0.638 -0.58
O -0.540 -0.518 -1.872 0.07
Br -0.338 1.971 1.953 0.59
H -0.160 -0.792 1.540 0.11
H 1.204 -1.194 0.233 0.10
H -1.646 0.007 -0.118 0.12
H 0.961 1.475 -0.300 0.03
H 0.262 -0.951 -1.996 0.08
```

Question: The highest E_tot belongs to which entry?
Answer: C3H5BO2